1.
Computed, not measured: a molecular structure, C16H48AlO28S3Y in a non-equilibrium geometry, with ωB97M-V/def2-TZVPD.

Values from the calculation:
Orbital gap in Ha: 0.0678
Net charge: 0
E in Eh: -4220.364509

CARTESIAN COORDINATES (ANGSTROEM)
Y 1.898 -2.004 1.910
Al -2.005 2.147 2.201
S 0.334 -0.658 3.983
O 0.166 -2.021 3.342
O -0.763 0.200 3.608
O 0.534 -0.745 5.401
O 1.603 -0.266 3.242
S 2.533 -4.475 0.588
O 1.913 -4.949 -0.669
O 3.084 -3.089 0.423
O 1.418 -4.139 1.543
O 3.490 -5.391 1.143
S 0.315 -0.363 0.054
O -0.585 0.594 0.628
O 0.250 -0.310 -1.426
O 1.729 -0.257 0.533
O 0.018 -1.770 0.536
C -2.654 0.088 -1.346
C -3.389 -0.086 -2.657
O -4.519 -0.983 -2.549
O -3.301 0.831 -0.348
H -1.739 0.628 -1.612
H -2.291 -0.906 -1.047
H -2.676 -0.549 -3.339
H -3.765 0.859 -3.060
H -5.045 -0.679 -1.803
H -4.139 0.425 -0.105
C 1.293 3.171 3.747
C 0.489 2.967 4.988
O -0.893 3.330 4.715
O 0.869 2.387 2.677
H 2.351 2.959 3.959
H 1.260 4.233 3.485
H 0.881 3.637 5.765
H 0.502 1.949 5.381
H -1.185 3.964 5.370
H 1.324 1.530 2.732
C -3.142 -2.393 3.761
C -3.529 -1.913 2.391
O -2.532 -1.088 1.825
O -2.196 -3.431 3.702
H -4.019 -2.758 4.312
H -2.787 -1.568 4.392
H -4.478 -1.360 2.442
H -3.785 -2.755 1.729
H -1.825 -1.628 1.451
H -1.358 -2.989 3.463
C -0.746 1.200 -4.406
C 0.320 2.115 -3.873
O 0.227 2.331 -2.469
O -0.582 -0.147 -4.051
H -0.811 1.290 -5.493
H -1.728 1.534 -4.038
H 0.264 3.102 -4.337
H 1.307 1.720 -4.162
H 0.388 1.486 -2.017
H -0.278 -0.211 -3.135
C 2.403 -2.546 -4.757
C 2.483 -2.076 -3.325
O 1.411 -2.475 -2.564
O 1.919 -3.868 -4.785
H 3.396 -2.476 -5.211
H 1.700 -1.861 -5.257
H 2.629 -0.996 -3.238
H 3.387 -2.546 -2.869
H 1.064 -1.665 -2.113
H 1.694 -4.074 -5.697
C -0.296 4.531 -0.413
C 0.082 5.240 0.855
O -0.832 4.967 1.924
O -0.408 3.128 -0.153
H 0.477 4.671 -1.175
H -1.262 4.902 -0.776
H 0.079 6.308 0.598
H 1.103 4.965 1.140
H -1.091 5.815 2.292
H -0.024 2.609 -0.869
C 3.326 3.972 -1.123
C 2.972 2.960 -0.073
O 3.399 1.674 -0.540
O 4.748 4.104 -1.228
H 2.931 4.968 -0.926
H 2.959 3.640 -2.101
H 1.890 2.964 0.098
H 3.522 3.233 0.835
H 2.840 1.047 -0.054
H 5.070 3.327 -1.693
C -1.163 -5.555 0.418
C -1.772 -4.406 -0.431
O -0.752 -3.658 -1.022
O -0.208 -6.211 -0.318
H -2.021 -6.185 0.706
H -0.757 -5.144 1.350
H -2.274 -3.718 0.272
H -2.486 -4.708 -1.193
H -0.503 -2.948 -0.369
H 0.351 -6.699 0.302

Forces on atoms 1 to 3 (eV/Å):
Y -1.05 1.32 0.73
Al 1.36 -0.59 -0.14
S -0.45 0.00 0.75

Results of the Löwdin charge analysis, in e, for atoms 1 through 5: Y 1.6177; Al 1.1190; S 0.3133; O -0.4413; O -0.3788


2.
Computed, not measured: a molecular structure, C2H4N2OS2 in a non-equilibrium geometry, with ωB97M-V/def2-TZVPD.

Values from the calculation:
Orbital gap in Ha: 0.2955
Net charge: 0
E in Eh: -1059.501244

CARTESIAN COORDINATES (ANGSTROEM)
C -0.287 -0.153 -1.048
C 0.770 0.616 -0.043
H -1.951 1.163 0.817
H -2.544 -0.397 -1.224
H 0.573 1.757 -0.380
H 3.070 -1.169 2.011
N -1.454 -0.393 -0.542
N 1.639 0.247 0.796
O -1.935 -0.068 0.732
S 0.468 -0.184 -2.554
S 1.653 -1.418 1.434

Forces on atoms 1 to 3 (eV/Å):
C 4.18 1.77 0.79
C -2.03 1.01 -1.38
H 0.15 -5.43 -0.40

Results of the Löwdin charge analysis, in e, for atoms 1 through 5: C -0.8560; C -0.3638; H 0.2673; H 0.2913; H 0.1434


3.
Computed, not measured: C17H27N5O3 in the gas phase, with ωB97M-V/def2-TZVPD.

Values from the calculation:
Orbital gap in Ha: 0.3617
SMILES: CCCCn1cc([C@]2(C)COCCN2C(=O)[C@@H]2ON=C(C)[C@H]2C)nn1
Net charge: 0
E in Eh: -1163.424953

CARTESIAN COORDINATES (ANGSTROEM)
C -5.341 -0.908 2.332
C -4.859 -1.562 1.044
C -3.796 -0.731 0.337
C -3.319 -1.394 -0.947
N -2.313 -0.600 -1.630
C -0.988 -0.534 -1.387
C -0.542 0.459 -2.219
C 0.850 0.973 -2.473
C 0.853 2.501 -2.606
C 1.349 0.485 -3.849
O 1.701 -0.875 -3.909
C 2.772 -1.099 -3.021
C 2.316 -0.882 -1.599
N 1.755 0.466 -1.409
C 1.584 0.953 -0.142
O 0.882 1.910 0.121
C 2.317 0.223 0.990
O 1.697 -1.071 1.149
N 1.565 -1.343 2.523
C 1.843 -0.298 3.187
C 1.767 -0.285 4.673
C 2.174 0.902 2.341
C 3.397 1.696 2.778
N -1.602 0.920 -2.928
N -2.670 0.283 -2.559
H -6.101 -1.513 2.827
H -4.515 -0.770 3.032
H -5.773 0.074 2.132
H -4.455 -2.556 1.263
H -5.706 -1.716 0.368
H -4.192 0.259 0.093
H -2.941 -0.577 1.001
H -2.888 -2.375 -0.742
H -4.141 -1.523 -1.649
H -0.504 -1.144 -0.642
H 0.429 2.762 -3.576
H 0.265 2.978 -1.832
H 1.878 2.871 -2.557
H 0.545 0.650 -4.563
H 2.215 1.097 -4.135
H 3.095 -2.132 -3.146
H 3.611 -0.433 -3.268
H 1.576 -1.646 -1.354
H 3.161 -1.022 -0.929
H 3.377 0.078 0.750
H 1.072 0.487 5.008
H 1.436 -1.253 5.042
H 2.743 -0.055 5.105
H 1.302 1.562 2.320
H 3.250 2.131 3.766
H 4.287 1.064 2.811
H 3.581 2.514 2.081

Forces on atoms 1 to 3 (eV/Å):
C 0.00 0.00 0.00
C 0.00 0.00 0.00
C 0.00 -0.01 0.00

Results of the Löwdin charge analysis, in e, for atoms 1 through 5: C -0.1164; C -0.2773; C -0.2048; C -0.1440; N -0.1418


Number 1: HOMO level -8.7 eV. Number 2: HOMO level -8.5 eV. Number 3: HOMO level -9.2 eV.